Density functional theory data (the ωB97M-V functional and the def2-TZVPD basis) for a molecular structure, C42H67BeN2OP2Si in a non-equilibrium geometry.

The calculation puts the highest occupied orbital energy at -8.54 eV. The energy above the lowest of the compared OMol25 structures with the same formula, charge and spin is 14.5 kJ/mol. Its HOMO-LUMO gap is 6.603 eV. The value obtained for the calculated total energy is -76519.6767 eV. The net charge is +1.

Geometry as XYZ:
```
116
Properties=species:S:1:pos:R:3:mulliken_charge:R:1
Be 0.722 0.168 0.235 0.23
C 3.319 -2.297 -0.520 -1.56
Si 1.520 -1.750 -0.932 0.95
C 1.378 -1.679 -2.830 -0.24
C 1.742 -2.645 -3.755 -0.28
C 1.726 -2.313 -5.046 -1.00
C 1.348 -1.056 -5.468 -0.88
C 0.877 -0.058 -4.584 -0.18
C 0.903 -0.409 -3.258 -0.23
P 0.085 0.551 -1.971 0.85
C 0.385 2.431 -2.182 2.29
C 1.872 2.653 -2.558 0.56
C 2.347 3.679 -3.636 -1.00
C 1.226 4.447 -4.395 -0.90
C -0.064 3.703 -4.415 -0.76
C -0.578 3.296 -2.995 -0.85
C -1.749 0.218 -2.261 -0.43
C -2.218 -1.114 -1.738 0.97
C -3.716 -1.464 -2.090 -0.87
C -4.359 -0.220 -2.821 -1.00
C -3.548 0.107 -4.045 -1.01
C -2.090 0.355 -3.767 -0.70
C 0.295 -3.075 -0.495 0.92
C 0.078 -4.137 -1.273 -0.08
C -0.586 -5.245 -0.725 -1.10
C -1.057 -5.240 0.562 -1.21
C -0.915 -4.112 1.384 -0.17
C -0.250 -2.995 0.833 -1.08
P -0.208 -1.403 1.624 -0.11
C -2.054 -1.233 1.936 -0.45
C -2.656 -1.909 3.195 -0.27
C -3.858 -1.150 3.840 -0.86
C -4.779 -0.710 2.740 -0.81
C -4.133 0.151 1.658 -0.72
C -2.630 0.179 1.746 0.71
C 1.001 -1.708 3.056 1.57
C 1.128 -0.437 3.914 0.01
C 2.169 -0.525 5.088 -1.08
C 2.965 -1.863 5.117 -0.70
C 1.947 -3.006 5.054 -0.73
C 0.905 -2.964 3.874 -0.71
H 3.480 -3.365 -0.383 0.49
H 4.027 -1.989 -1.346 0.34
H 3.826 -1.767 0.329 0.29
H 1.862 -3.663 -3.383 0.52
H 1.857 -3.102 -5.778 0.41
H 1.351 -0.860 -6.540 0.40
H 0.561 0.893 -5.013 0.49
H 0.292 2.703 -1.123 -1.67
H 2.466 2.881 -1.610 -0.25
H 2.296 1.663 -2.928 -0.17
H 3.074 4.383 -3.207 0.36
H 3.077 3.181 -4.337 0.40
H 1.192 5.483 -3.983 0.37
H 1.490 4.623 -5.412 0.40
H -0.847 4.309 -4.854 0.46
H -0.035 2.877 -5.142 0.29
H -0.694 4.263 -2.440 0.49
H -1.563 2.795 -3.107 0.32
H -2.197 1.088 -1.698 0.79
H -1.551 -1.819 -2.219 0.01
H -2.079 -1.065 -0.671 -1.07
H -3.721 -2.269 -2.873 0.42
H -4.341 -1.779 -1.241 0.35
H -5.326 -0.558 -3.147 0.53
H -4.594 0.582 -2.125 0.32
H -3.723 -0.643 -4.815 0.38
H -3.963 1.039 -4.470 0.33
H -1.566 -0.529 -4.111 0.22
H -1.635 1.201 -4.275 0.36
H 0.014 -4.046 -2.357 0.31
H -0.626 -6.104 -1.372 0.46
H -1.622 -6.043 0.970 0.50
H -1.401 -4.145 2.386 0.43
H -2.380 -1.846 1.121 0.97
H -3.054 -2.917 2.946 0.33
H -1.973 -2.071 4.063 -0.46
H -4.282 -1.935 4.531 0.50
H -3.543 -0.247 4.420 0.29
H -5.195 -1.615 2.259 0.34
H -5.707 -0.191 3.116 0.37
H -4.508 -0.108 0.642 -0.24
H -4.481 1.174 1.816 0.62
H -2.323 0.632 0.770 -0.57
H -2.347 0.887 2.543 0.40
H 2.054 -1.822 2.625 -0.06
H 1.311 0.432 3.262 -0.53
H 0.150 -0.267 4.304 0.60
H 2.875 0.306 4.965 0.36
H 1.650 -0.345 6.033 0.39
H 3.668 -1.848 4.276 0.33
H 3.579 -1.886 6.029 0.41
H 2.420 -4.014 4.961 0.37
H 1.390 -2.944 6.001 0.36
H 1.097 -3.806 3.240 0.52
H -0.091 -3.048 4.247 -0.03
C 1.540 4.630 2.669 -1.14
N 1.001 3.600 1.763 0.28
C -0.480 3.508 1.772 -1.17
C 1.688 2.515 1.364 -0.10
O 1.027 1.419 0.972 -0.25
N 3.017 2.464 1.532 0.38
C 3.712 1.126 1.445 -1.07
C 3.899 3.585 1.576 -1.28
H 0.629 4.892 3.234 0.52
H 1.945 5.488 2.111 0.27
H 2.278 4.311 3.361 0.37
H -0.934 4.489 1.956 0.52
H -0.710 2.715 2.501 0.59
H -0.825 3.153 0.819 0.06
H 3.095 0.268 1.764 0.02
H 4.658 1.274 1.923 0.73
H 3.983 0.949 0.430 0.53
H 3.434 4.356 0.946 0.31
H 4.896 3.397 1.221 0.50
H 3.964 3.910 2.651 0.32
```

=====

Density functional theory data (the ωB97M-V functional and the def2-TZVPD basis) for a molecular structure, C4H10N2O in a non-equilibrium geometry.

The calculation puts the highest occupied orbital energy (spin up / spin down) at -7.45 / -7.46 eV. The energy above the lowest of the compared OMol25 structures with the same formula, charge and spin is 641.6 kJ/mol. Its HOMO-LUMO gap (spin up / spin down) is 8.106 / 8.111 eV. The value obtained for the calculated total energy is -9332.3380 eV. The net charge is 0.

Geometry as XYZ:
```
17
Properties=species:S:1:pos:R:3:nbo_charge:R:1
C 0.647 0.164 0.086 -0.01
C -0.049 -1.057 -0.002 -0.09
C -2.273 0.490 0.181 -0.25
C 1.463 0.552 1.272 -0.66
O -1.307 -0.140 0.975 -0.65
N 1.912 -0.824 -1.256 -0.11
N 1.597 -0.663 -2.401 -0.31
H 0.362 0.969 -0.587 0.20
H 0.612 -0.318 -2.588 0.26
H -0.598 -1.297 -0.906 0.20
H 0.245 -1.870 0.651 0.22
H -1.988 0.542 -0.889 0.14
H -3.225 -0.056 0.228 0.17
H -2.445 1.518 0.524 0.18
H 1.057 1.456 1.731 0.24
H 2.490 0.772 0.957 0.24
H 1.500 -0.239 2.021 0.22
```

=====

Density functional theory data (the ωB97M-V functional and the def2-TZVPD basis) for a single CBr2F2 molecule.

The calculation puts the highest occupied orbital energy (spin up / spin down) at -9.60 / -9.59 eV. The energy above the lowest of the compared OMol25 structures with the same formula, charge and spin is 329.3 kJ/mol. Its HOMO-LUMO gap (spin up / spin down) is 8.337 / 8.335 eV. The value obtained for the calculated total energy is -146552.8077 eV. The net charge is 0.

Geometry as XYZ:
```
5
Properties=species:S:1:pos:R:3:nbo_charge:R:1
C 0.440 0.442 0.111 0.00
F -1.598 -1.905 -0.491 -0.69
F 1.435 -0.010 0.835 -0.30
Br -0.122 -0.635 -1.101 0.80
Br -0.155 2.108 0.646 0.19
```